{"formula": "C30H49N7O11", "method": "wB97M-V/def2-TZVPD", "e_above_lowest_kcal_mol": 77.3, "homo_lumo_gap_ev": 4.47, "e_homo_ev": -8.63, "symbols": ["C", "C", "C", "C", "C", "C", "N", "O", "C", "C", "C", "H", "H", "H", "H", "H", "H", "H", "H", "H", "H", "H", "H", "H", "H", "H", "H", "H", "H", "N", "O", "O", "O", "C", "C", "C", "C", "C", "C", "N", "O", "O", "H", "H", "H", "H", "H", "C", "C", "C", "C", "C", "C", "N", "O", "O", "H", "H", "H", "H", "H", "C", "O", "N", "C", "C", "H", "H", "H", "H", "H", "H", "H", "C", "O", "N", "C", "C", "H", "H", "H", "H", "H", "H", "H", "C", "O", "N", "C", "C", "H", "H", "H", "H", "H", "H", "H"], "xyz": [[1.334, -4.525, -2.965], [1.251, -3.424, -1.876], [1.473, -4.116, -0.554], [1.653, -3.122, 0.630], [2.383, -1.780, 0.108], [3.243, -2.017, -1.117], [2.356, -2.463, -2.178], [2.445, -2.111, -3.414], [4.452, -3.000, -0.866], [3.759, -0.644, -1.488], [-0.100, -2.802, -1.963], [1.431, -4.320, -4.042], [0.356, -5.171, -2.946], [2.302, -5.082, -2.829], [2.118, -4.938, -0.638], [0.862, -4.872, -0.392], [2.261, -3.571, 1.502], [0.645, -2.978, 0.938], [2.902, -1.336, 0.785], [1.718, -0.928, -0.267], [5.439, -2.487, -1.003], [4.635, -3.363, -1.952], [4.236, -3.675, 0.045], [3.110, 0.177, -1.809], [4.507, -0.753, -2.446], [4.348, -0.278, -0.843], [-0.235, -2.555, -3.005], [-0.225, -1.999, -1.274], [-1.026, -3.584, -2.023], [-0.733, 0.590, -0.062], [0.259, 1.147, -0.652], [-1.757, 0.388, -0.748], [-0.497, -0.223, 0.837], [0.310, -0.647, 3.987], [-0.950, -1.380, 4.117], [-1.140, -2.660, 5.110], [-0.051, -2.860, 6.057], [1.277, -2.018, 5.961], [1.389, -0.910, 4.917], [-0.053, -3.891, 7.072], [-0.859, -4.768, 6.783], [0.726, -3.976, 7.962], [0.569, 0.107, 3.276], [-1.912, -1.335, 3.370], [-1.841, -3.375, 5.051], [2.252, -2.493, 6.627], [2.317, -0.464, 4.576], [-3.066, -0.537, -5.141], [-2.372, -0.343, -3.817], [-0.919, 0.247, -3.884], [-0.188, 0.273, -5.250], [-0.988, 0.154, -6.547], [-2.435, -0.445, -6.305], [1.272, 0.452, -5.292], [1.966, 0.785, -4.319], [1.788, 0.440, -6.470], [-3.890, -1.116, -5.067], [-2.856, -0.416, -2.796], [-0.236, 0.465, -3.056], [-0.556, 0.194, -7.394], [-2.886, -0.662, -7.233], [-3.885, -0.282, 2.013], [-4.013, -1.472, 2.564], [-4.570, 0.760, 2.409], [-4.445, 2.014, 1.644], [-5.534, 0.844, 3.518], [-3.048, -0.109, 1.068], [-5.261, 2.847, 1.704], [-4.493, 1.649, 0.748], [-3.476, 2.275, 2.164], [-6.502, 0.789, 3.004], [-5.364, 1.904, 4.020], [-5.632, -0.084, 4.044], [-1.826, 5.924, -0.099], [-1.877, 5.471, 1.061], [-1.909, 5.089, -1.135], [-2.205, 5.402, -2.564], [-1.879, 3.531, -0.905], [-1.786, 6.910, -0.462], [-2.954, 6.261, -2.700], [-2.243, 4.664, -3.258], [-1.424, 5.956, -3.109], [-1.280, 3.084, -1.684], [-2.870, 3.500, -1.068], [-1.517, 3.382, 0.083], [3.806, 4.328, 2.371], [4.969, 4.063, 2.461], [2.774, 3.471, 2.027], [1.332, 3.852, 1.836], [3.130, 2.196, 1.685], [3.509, 5.363, 2.687], [0.911, 3.495, 2.734], [0.722, 3.488, 0.861], [1.333, 4.940, 2.005], [2.553, 1.704, 1.020], [3.455, 1.470, 2.301], [3.956, 2.292, 1.152]], "atomic_forces_ev_per_a": [[-0.192, -2.021, -0.889], [-0.166, -2.740, -0.758], [3.159, 3.549, 0.340], [1.789, -0.166, -0.302], [-5.703, -3.028, -4.361], [1.493, 1.901, 1.157], [-0.786, 0.444, -6.165], [0.116, -1.162, 6.599], [-0.136, -0.180, -2.568], [-0.891, -2.033, -8.439], [-2.635, -1.282, -1.771], [-0.390, 1.161, 0.479], [2.169, 0.883, 0.524], [-1.209, -0.144, 0.356], [3.476, -0.146, -0.432], [-5.322, -2.202, 0.934], [-1.045, 0.623, -1.407], [-0.560, 0.888, 0.826], [3.618, 2.416, 4.465], [-0.106, -1.327, 0.979], [-0.908, 0.341, 1.749], [-0.790, -1.318, 1.799], [0.878, 0.808, -2.038], [-0.737, -0.709, 0.183], [-1.744, 0.147, 2.022], [4.275, 2.352, 5.467], [0.184, 1.346, -0.325], [-0.635, 0.628, 0.414], [2.505, 1.408, 1.336], [2.387, -3.939, -4.013], [-0.635, 1.233, 1.207], [-1.456, 1.608, 0.423], [-0.030, 0.812, 2.198], [-1.621, -2.706, 3.194], [-0.863, -3.028, 0.071], [6.929, 6.126, -0.089], [2.533, 4.747, -2.560], [-0.528, -0.462, -1.088], [-1.829, -4.027, 1.270], [-1.467, -1.616, -2.643], [-0.526, -0.412, 0.656], [1.201, 0.767, 1.374], [-0.770, 0.257, -0.701], [2.746, 0.287, 1.814], [-2.968, -1.840, -0.329], [-3.131, 1.908, -2.019], [0.277, -0.048, 0.945], [3.954, 0.199, 5.037], [3.653, 2.956, -2.051], [-1.779, -2.496, -3.432], [-4.887, -0.356, -0.158], [-4.098, -2.568, 12.040], [5.613, 3.310, -2.636], [2.336, 2.141, -2.758], [-1.886, -1.199, -0.821], [-1.646, -0.551, 3.086], [-3.114, -1.213, -0.013], [0.651, 0.036, -1.523], [-0.806, -0.133, 0.231], [2.847, 0.306, -6.046], [-0.795, -0.398, -0.753], [1.713, -4.954, -0.168], [0.653, 4.304, -1.924], [-2.020, 0.944, 1.030], [0.691, 2.153, 6.034], [-0.226, 1.260, -1.279], [-2.460, -0.307, 2.563], [1.311, -1.912, 0.667], [0.895, -0.970, -5.806], [-0.711, 1.349, -2.012], [-0.246, 0.929, 0.180], [-0.515, -2.668, -0.472], [1.033, -0.136, 1.144], [-0.871, -3.127, 1.067], [0.587, 1.603, -1.052], [1.015, -2.537, -2.375], [0.753, 5.720, 1.875], [2.124, 3.906, -0.616], [0.067, 2.058, 0.303], [0.023, -1.915, 0.447], [-1.226, -3.068, -1.092], [0.987, 0.053, 0.855], [0.110, -0.158, 0.031], [-3.545, -2.153, -0.045], [-0.052, -0.424, 0.624], [-2.346, 1.226, 0.431], [1.235, -1.132, -0.235], [-1.118, 2.506, 0.327], [0.866, 0.756, -0.589], [-0.213, -0.015, -0.548], [-0.568, -0.544, -0.526], [-1.430, -0.789, 0.671], [2.083, 0.794, 2.190], [-0.407, -0.210, -0.721], [-3.005, -1.090, -2.070], [0.515, -2.040, 3.780], [4.295, 0.450, -2.772]], "lowdin_charge": [-0.024, -0.469, -0.150, -0.063, -0.078, -0.472, 0.069, 0.196, 0.039, -0.012, 0.005, 0.086, 0.140, 0.103, 0.102, 0.083, 0.143, 0.093, 0.060, 0.129, 0.100, 0.117, 0.125, 0.103, 0.161, 0.010, 0.071, 0.075, 0.175, -0.555, -0.100, -0.085, -0.051, -0.111, 0.018, 0.079, -0.144, 0.032, -0.089, -0.411, 0.049, 0.089, 0.062, 0.104, 0.044, 0.158, 0.071, -0.115, 0.023, 0.055, -0.088, 0.125, -0.059, -0.325, 0.044, 0.019, 0.060, 0.095, 0.062, 0.006, 0.078, -0.298, -0.136, -0.230, -0.037, -0.032, 0.173, 0.133, 0.008, 0.129, 0.085, 0.135, 0.069, -0.340, -0.039, -0.139, -0.060, 0.024, 0.115, 0.109, 0.037, 0.077, 0.074, 0.048, 0.051, -0.341, 0.032, -0.161, -0.011, -0.106, 0.138, 0.060, 0.129, 0.077, 0.054, 0.066, 0.050]}